# 1
One molecule with the formula C17H29N3O3, computed with ωB97M-V/def2-TZVPD.

Its largest force on an atom is 0.6 eV Å⁻¹. The calculation puts the energy above the lowest of the compared OMol25 structures with the same formula, charge and spin at 3.8 kJ/mol. The value obtained for the LUMO energy is 0.5156 eV. The HOMO energy comes out at -8.73 eV. The calculation puts the total energy at -28715.2635 eV.

```
! RIJCOSX wB97M-V def2-TZVPD def2/J DEFGRID3
* xyz 0 1
C 0.29 0.53 -3.03
C 0.02 1.81 -2.25
C 1.32 2.50 -1.86
C 1.13 3.81 -1.09
C 0.44 3.70 0.27
C 1.20 2.85 1.29
N 0.94 1.45 1.08
C 1.76 0.42 0.95
C 1.22 -0.85 0.63
C -0.19 -0.99 0.37
O -1.02 -0.08 0.49
N -0.66 -2.21 -0.09
C 0.12 -3.34 -0.24
O -0.32 -4.40 -0.63
N 1.43 -3.17 0.10
C 2.07 -2.02 0.55
O 3.25 -2.11 0.83
H 2.02 -3.99 0.02
C -2.08 -2.34 -0.38
C -2.86 -2.72 0.88
C -4.34 -3.00 0.58
C -5.10 -1.76 0.13
H -4.98 -0.95 0.84
H -6.16 -1.99 0.04
H -4.75 -1.42 -0.84
H -4.41 -3.78 -0.18
H -4.80 -3.39 1.49
H -2.78 -1.92 1.61
H -2.41 -3.62 1.30
H -2.42 -1.38 -0.76
H -2.18 -3.11 -1.14
C 3.22 0.64 1.16
H 3.51 1.62 0.79
H 3.79 -0.12 0.63
C 3.56 0.52 2.65
H 4.61 0.74 2.81
H 3.36 -0.49 2.99
H 2.96 1.22 3.24
H -0.05 1.20 0.94
H 2.26 3.07 1.25
H 0.84 3.11 2.30
H 0.34 4.71 0.68
H -0.57 3.29 0.14
H 2.11 4.27 -0.94
H 0.55 4.49 -1.71
H 1.88 2.73 -2.77
H 1.94 1.81 -1.27
H -0.58 2.49 -2.86
H -0.56 1.56 -1.36
H -0.64 0.04 -3.30
H 0.84 0.74 -3.94
H 0.88 -0.17 -2.43
*
```

# 2
A 2-piece molecular cluster, C13H19N2O8P overall in a non-equilibrium geometry, computed with ωB97M-V/def2-TZVPD.

Its largest force on an atom is 1.6 eV Å⁻¹. The value obtained for the LUMO energy is -0.1016 eV. The HOMO energy comes out at -9.76 eV. The calculation puts the total energy at -42440.4738 eV.

```
! RIJCOSX wB97M-V def2-TZVPD def2/J DEFGRID3
* xyz 0 1
O 4.48 -2.40 2.13
C 3.31 -2.34 1.99
O 2.48 -2.64 3.02
C 2.72 -1.99 0.66
C 1.27 -1.50 0.60
P 1.27 0.24 1.22
O 2.39 0.45 2.14
O 1.35 1.23 -0.03
O -0.15 0.48 1.93
C 0.18 -2.37 1.23
C -0.96 -2.58 0.19
C -2.28 -1.94 0.58
C -3.13 -1.38 -0.37
C -4.31 -0.81 0.09
C -4.64 -0.83 1.43
N -3.84 -1.37 2.35
C -2.70 -1.89 1.92
C -0.38 -1.97 -1.07
O -0.88 -1.95 -2.16
N 0.85 -1.41 -0.81
H 2.06 -1.83 3.34
H 3.37 -1.20 0.29
H 2.81 -2.81 -0.05
H 0.51 1.70 -0.16
H -0.55 1.33 1.74
H 0.56 -3.34 1.55
H -0.13 -1.89 2.15
H -0.99 -3.65 0.04
H -2.88 -1.39 -1.41
H -4.99 -0.34 -0.61
H -5.57 -0.40 1.77
H -2.05 -2.33 2.67
H 1.54 -1.59 -1.53
C 1.26 4.43 -3.49
C 0.30 4.92 -2.43
O 0.73 4.50 -1.13
O 1.38 3.02 -3.46
H 0.91 4.71 -4.49
H 2.25 4.87 -3.33
H -0.68 4.48 -2.58
H 0.21 6.01 -2.46
H 1.53 4.98 -0.91
H 1.39 2.76 -2.53
*
```

# 3
One molecule with the formula C3H6OS3 in a non-equilibrium geometry, computed with ωB97M-V/def2-TZVPD.

Its largest force on an atom is 5.6 eV Å⁻¹. The calculation puts the energy above the lowest of the compared OMol25 structures with the same formula, charge and spin at 347.8 kJ/mol. The value obtained for the LUMO energy (alpha / beta) is -1.7357 / -1.7346 eV. The HOMO energy (alpha / beta) comes out at -8.51 / -8.51 eV. The calculation puts the total energy at -37756.5525 eV.

```
! RIJCOSX wB97M-V def2-TZVPD def2/J DEFGRID3
* xyz 0 1
C -0.09 0.66 -1.80
C -0.20 -0.62 2.13
C 0.39 -0.10 0.81
O -0.52 -1.92 -1.12
S 0.99 -0.08 -3.53
S -0.60 2.29 -1.86
S -0.71 -0.57 -0.63
H -1.22 -0.19 2.46
H -0.44 -1.81 2.15
H 0.55 -0.54 2.95
H 1.23 -0.69 0.58
H 0.69 0.96 0.78
H -0.06 2.61 -2.92
*
```

# 4
C29H37AsF3N4O3SeTc as an isolated structure, computed with ωB97M-V/def2-TZVPD.

Its largest force on an atom is 0.9 eV Å⁻¹. The value obtained for the LUMO energy (alpha / beta) is -3.4312 / -3.8690 eV. The HOMO energy (alpha / beta) comes out at -9.99 / -9.98 eV. Its expectation value of S² is 3.772. The calculation puts the total energy at -179310.2311 eV.

```
! RIJCOSX wB97M-V def2-TZVPD def2/J DEFGRID3
* xyz 1 4
Tc -0.15 -0.10 -0.65
C -2.87 0.52 2.80
C -2.05 0.18 3.86
C -0.71 -0.12 3.62
C -0.24 -0.07 2.32
N -1.05 0.28 1.29
C -2.32 0.56 1.52
C 1.13 -0.52 1.96
C 2.24 -0.55 2.78
C 3.45 -0.99 2.24
C 3.53 -1.39 0.91
C 2.38 -1.33 0.14
N 1.25 -0.90 0.69
C 2.26 -1.67 -1.31
C 3.24 -2.36 -2.00
C 3.01 -2.69 -3.33
C 1.83 -2.33 -3.93
C 0.90 -1.61 -3.19
N 1.11 -1.28 -1.92
H -3.91 0.75 2.94
H -2.44 0.14 4.87
H -0.05 -0.41 4.42
H -2.90 0.85 0.66
H 2.19 -0.22 3.81
H 4.34 -0.99 2.85
H 4.48 -1.69 0.49
H 4.15 -2.65 -1.50
H 3.77 -3.24 -3.88
H 1.62 -2.56 -4.96
H -0.02 -1.24 -3.63
C -1.03 4.01 3.74
C 0.03 4.39 2.71
As -0.27 3.59 0.93
C 0.81 4.88 -0.09
C 2.23 4.95 0.47
C -2.10 4.25 0.64
C -2.30 5.75 0.52
H -0.77 4.37 4.73
H -1.16 2.93 3.80
H -2.00 4.44 3.49
H 1.01 4.03 3.04
H 0.11 5.47 2.63
H 0.35 5.87 -0.06
H 0.82 4.54 -1.13
H 2.24 5.39 1.47
H 2.88 5.55 -0.16
H 2.68 3.95 0.55
H -2.68 3.86 1.49
H -2.47 3.73 -0.25
H -1.84 6.29 1.35
H -3.37 6.01 0.52
H -1.88 6.14 -0.40
Se -1.54 1.22 -2.02
O -1.39 -1.76 -0.51
C -2.30 -2.32 -1.18
C -2.88 -3.60 -0.66
C -4.34 -3.44 -0.21
C -5.35 -3.46 -1.35
C -5.20 -2.31 -2.35
C -3.87 -2.31 -3.09
N -2.75 -1.79 -2.30
H -2.25 -3.91 0.17
H -2.82 -4.37 -1.43
H -4.44 -2.51 0.37
H -4.57 -4.25 0.48
H -6.36 -3.45 -0.94
H -5.24 -4.41 -1.89
H -5.31 -1.35 -1.83
H -6.00 -2.37 -3.08
H -3.93 -1.67 -3.97
H -3.62 -3.32 -3.44
H -2.39 -0.86 -2.51
F 3.38 3.33 -1.69
C 3.38 2.02 -1.93
F 4.05 1.42 -0.92
F 4.06 1.80 -3.05
C 1.93 1.47 -2.05
O 1.45 1.35 -3.15
O 1.44 1.17 -0.89
*
```

# 5
A 7-piece molecular cluster, C21H42O21 overall in a non-equilibrium geometry, computed with ωB97M-V/def2-TZVPD.

Its largest force on an atom is 1.8 eV Å⁻¹. The calculation puts the energy above the lowest of the compared OMol25 structures with the same formula, charge and spin at 51.7 kJ/mol. The value obtained for the LUMO energy is 0.4280 eV. The HOMO energy comes out at -10.74 eV. The calculation puts the total energy at -65455.3028 eV.

```
! RIJCOSX wB97M-V def2-TZVPD def2/J DEFGRID3
* xyz 0 1
C 1.23 -1.74 0.65
O 0.46 -0.61 0.29
C -0.45 -0.19 1.17
O -0.63 -0.58 2.30
O -1.07 0.85 0.60
C -2.19 1.42 1.26
H 0.96 -2.56 -0.02
H 1.10 -2.10 1.67
H 2.29 -1.52 0.52
H -1.82 1.98 2.13
H -2.84 0.67 1.73
H -2.72 2.07 0.59
C 0.06 -0.91 -5.31
O 0.07 -2.09 -4.51
C -0.71 -2.04 -3.43
O -1.37 -1.10 -3.07
O -0.66 -3.23 -2.83
C -1.50 -3.35 -1.70
H -0.96 -0.60 -5.56
H 0.59 -1.15 -6.22
H 0.55 -0.08 -4.80
H -1.23 -2.57 -0.99
H -1.31 -4.33 -1.27
H -2.56 -3.24 -1.94
C 4.66 -3.89 1.08
O 5.16 -4.69 0.03
C 6.08 -5.59 0.37
O 6.39 -5.89 1.49
O 6.63 -6.05 -0.75
C 7.44 -7.21 -0.67
H 3.99 -3.15 0.66
H 5.48 -3.37 1.58
H 4.15 -4.45 1.87
H 6.92 -8.05 -1.12
H 7.67 -7.49 0.36
H 8.37 -7.02 -1.21
C 4.84 5.27 -0.91
O 4.29 4.56 0.18
C 3.21 3.84 -0.09
O 2.77 3.61 -1.19
O 2.73 3.35 1.04
C 1.65 2.44 0.87
H 5.03 4.63 -1.77
H 5.76 5.73 -0.57
H 4.20 6.09 -1.25
H 0.76 2.94 0.51
H 1.34 2.10 1.86
H 1.96 1.61 0.23
C -0.16 2.67 -2.25
O -1.27 2.28 -3.07
C -2.49 2.53 -2.62
O -2.79 2.95 -1.53
O -3.36 2.17 -3.56
C -4.72 2.41 -3.23
H 0.47 3.33 -2.84
H 0.36 1.76 -1.95
H -0.47 3.21 -1.36
H -5.04 1.75 -2.42
H -5.31 2.19 -4.11
H -4.86 3.45 -2.95
C -6.11 8.36 1.49
O -5.25 7.22 1.57
C -5.74 6.17 2.23
O -6.76 6.18 2.86
O -4.98 5.09 2.11
C -3.74 5.18 1.38
H -6.40 8.67 2.50
H -7.02 8.09 0.96
H -5.52 9.15 1.05
H -3.28 4.20 1.49
H -3.13 5.95 1.84
H -3.93 5.39 0.33
C 1.08 -6.48 4.43
O 0.57 -6.06 3.17
C -0.45 -5.19 3.21
O -0.98 -4.76 4.19
O -0.81 -4.93 1.96
C -1.91 -4.04 1.81
H 1.01 -5.68 5.16
H 2.13 -6.70 4.25
H 0.60 -7.39 4.77
H -2.68 -4.18 2.56
H -2.32 -4.20 0.82
H -1.55 -3.01 1.90
*
```

# 6
A 9-piece molecular cluster, C32H64Br2O14 overall in a non-equilibrium geometry, computed with ωB97M-V/def2-TZVPD.

Its largest force on an atom is 2.7 eV Å⁻¹. The calculation puts the energy above the lowest of the compared OMol25 structures with the same formula, charge and spin at 126.4 kJ/mol. The value obtained for the LUMO energy is 0.4252 eV. The HOMO energy comes out at -9.34 eV. The calculation puts the total energy at -202972.0942 eV.

```
! RIJCOSX wB97M-V def2-TZVPD def2/J DEFGRID3
* xyz 0 1
C 6.91 17.88 16.51
C 6.95 18.91 17.64
O 6.06 19.05 18.42
C 8.15 19.82 17.65
H 6.10 17.16 16.60
H 7.79 17.26 16.70
H 6.86 18.34 15.52
H 8.78 19.87 16.76
H 8.87 19.42 18.38
H 7.92 20.83 17.97
C 10.02 18.84 21.80
C 10.54 18.07 22.98
O 10.75 18.57 24.05
C 10.97 16.63 22.66
H 10.71 18.81 20.95
H 9.82 19.86 22.11
H 9.06 18.41 21.49
H 10.07 16.04 22.47
H 11.53 16.26 23.52
H 11.61 16.66 21.78
O 11.40 19.59 14.69
C 11.63 20.68 14.25
O 12.69 21.12 13.57
C 13.67 20.15 13.24
C 14.95 20.94 12.93
C 10.68 21.83 14.54
H 13.48 19.35 12.52
H 13.87 19.55 14.13
H 15.13 21.09 11.87
H 15.79 20.47 13.44
H 14.93 21.92 13.41
H 10.27 22.24 13.61
H 11.18 22.59 15.14
H 9.80 21.42 15.03
O 15.06 16.81 21.77
C 15.62 16.46 20.76
O 15.50 15.24 20.22
C 14.67 14.27 20.88
C 15.55 13.29 21.66
C 16.40 17.39 19.89
H 14.23 13.71 20.06
H 13.87 14.72 21.47
H 15.24 12.98 22.65
H 16.56 13.69 21.83
H 15.84 12.53 20.92
H 17.48 17.36 20.04
H 16.11 18.44 19.95
H 16.13 17.12 18.86
O 10.15 24.87 23.54
C 10.95 24.93 22.65
O 11.11 25.98 21.81
C 10.37 27.17 21.99
C 9.59 27.43 20.70
C 11.91 23.84 22.20
H 11.02 28.02 22.19
H 9.72 27.15 22.87
H 9.01 28.34 20.62
H 8.97 26.58 20.41
H 10.40 27.57 19.97
H 11.80 23.75 21.13
H 11.66 22.97 22.79
H 12.90 24.23 22.45
O 14.55 23.38 15.61
C 14.30 23.42 16.79
O 15.10 22.96 17.75
C 16.29 22.28 17.39
C 17.44 23.07 16.77
C 13.09 24.14 17.29
H 16.17 21.39 16.78
H 16.62 21.87 18.35
H 18.25 22.40 16.47
H 17.84 23.76 17.52
H 17.11 23.65 15.91
H 13.39 25.18 17.37
H 12.83 23.80 18.29
H 12.30 24.04 16.55
O 14.95 21.32 21.20
C 15.48 21.62 22.24
O 15.58 20.83 23.29
C 14.87 19.58 23.33
C 15.04 19.02 24.72
C 16.34 22.85 22.41
H 15.21 18.97 22.49
H 13.81 19.61 23.03
H 16.07 19.01 25.06
H 14.74 17.97 24.72
H 14.53 19.62 25.46
H 15.91 23.48 23.19
H 16.49 23.37 21.47
H 17.34 22.59 22.76
O 11.06 16.89 18.47
C 11.79 16.03 18.05
O 11.86 14.80 18.52
C 10.87 14.34 19.43
C 9.54 14.09 18.72
C 12.92 16.28 17.07
H 10.68 15.02 20.26
H 11.19 13.41 19.89
H 8.98 14.98 18.41
H 8.80 13.62 19.37
H 9.62 13.37 17.91
H 13.06 15.69 16.17
H 13.82 16.25 17.69
H 12.88 17.32 16.72
Br 14.28 19.46 17.24
C 13.19 19.65 18.83
C 12.02 20.52 18.38
Br 11.07 21.40 19.85
H 13.79 20.12 19.61
H 12.88 18.71 19.27
H 11.37 19.87 17.78
H 12.32 21.24 17.62
*
```